Record 1
C3H5BiO3 | ωB97M-V with the def2-TZVPD basis set

Results
**Total charge**: +3
**2S+1**: 2

```
12
Properties=species:S:1:pos:R:3:mulliken_charge:R:1
H -1.043 0.481 -1.510 0.420
O -0.552 -0.304 -1.233 -0.455
C 0.885 1.875 0.295 0.791
C -0.777 -0.613 0.136 -0.254
O 0.620 2.976 0.257 -0.013
O 1.246 0.738 0.388 -0.237
C 0.486 -0.510 0.933 -0.304
Bi 0.321 -1.521 -2.805 1.575
H -1.219 -1.612 0.214 0.400
H -1.485 0.097 0.586 0.394
H 1.168 -1.344 0.749 0.276
H 0.351 -0.263 1.989 0.405
```

Record 2
C3H5Br | ωB97M-V with the def2-TZVPD basis set

Results
**Structure (SMILES)**: C=C(C)Br
**2S+1**: 1

```
9
Properties=species:S:1:pos:R:3:mulliken_charge:R:1
C -1.319 -0.253 0.709 -0.715
C -0.082 -0.410 0.068 0.459
C 0.997 0.598 -0.378 -0.984
Br 0.307 -2.214 -0.659 -0.203
H -2.001 -1.116 0.692 0.265
H -1.680 0.729 0.939 0.287
H 2.053 0.156 -0.179 0.293
H 0.902 0.941 -1.368 0.308
H 0.823 1.568 0.176 0.290
```

Record 3
C3H5Br2P | ωB97M-V with the def2-TZVPD basis set

Results
**2S+1**: 1

```
11
Properties=species:S:1:pos:R:3:mulliken_charge:R:1
C 2.219 0.151 2.505 -0.587
C 0.947 -1.043 -0.794 -0.077
C -0.052 -0.300 -1.637 -0.811
P 1.591 0.754 1.010 0.130
Br 3.416 1.452 -0.131 -0.193
Br 0.524 -2.754 -0.629 -0.020
H 1.463 -0.271 3.037 0.335
H 3.324 -0.248 2.509 0.243
H 0.062 0.781 -1.313 0.235
H -1.013 -0.620 -1.795 0.433
H 0.523 -0.367 -2.620 0.313
```

Record 4
C3H5BrClF | ωB97M-V with the def2-TZVPD basis set

Results
**2S+1**: 3

```
11
Properties=species:S:1:pos:R:3:mulliken_charge:R:1
C -0.615 1.239 0.149 -1.098
C -0.529 -0.020 -0.668 -0.441
C 1.009 -1.088 0.268 0.014
F 1.914 -0.177 0.689 -0.219
Cl 1.645 -2.216 -0.848 -0.114
Br -2.078 -1.191 -0.430 -0.128
H -1.191 2.024 -0.210 0.369
H -1.071 0.963 1.021 0.409
H 0.412 1.648 0.323 0.285
H -0.031 0.181 -1.542 0.584
H 0.536 -1.363 1.248 0.339
```

Record 5
C3H5BrF2 | ωB97M-V with the def2-TZVPD basis set

Results
**2S+1**: 3

```
11
Properties=species:S:1:pos:R:3:mulliken_charge:R:1
C 0.881 1.172 0.116 -1.100
C -0.290 0.469 -0.475 -0.308
C -0.410 -1.534 0.249 0.280
F -0.300 -2.324 -0.820 -0.233
F -1.603 -1.675 0.811 -0.220
Br -1.989 1.225 -0.059 -0.106
H 0.717 1.405 1.166 0.358
H 1.030 2.111 -0.422 0.335
H 1.786 0.576 0.011 0.342
H -0.231 0.241 -1.535 0.408
H 0.410 -1.666 0.957 0.244
```

Record 6
C3H5BrI2N | ωB97M-V with the def2-TZVPD basis set

Results
**Total charge**: +1
**2S+1**: 1

```
12
Properties=species:S:1:pos:R:3:mulliken_charge:R:1
C -1.943 0.474 0.061 0.144
C -2.895 -0.448 -0.015 -0.486
C 0.784 -0.199 0.478 -0.285
N 0.885 -1.407 0.092 -0.161
Br -4.775 -0.217 -0.082 -0.100
I -2.787 2.484 0.085 0.361
I -2.297 -2.470 0.013 0.096
H 0.806 0.526 -0.265 0.314
H 0.288 0.132 1.375 0.430
H 1.269 -1.391 -0.869 0.282
H -1.355 2.787 -0.281 0.143
H 0.528 -2.373 0.386 0.263
```

Record 7
C3H5BrN4 | ωB97M-V with the def2-TZVPD basis set

Results
**2S+1**: 1

```
13
Properties=species:S:1:pos:R:3:mulliken_charge:R:1
C 0.086 -1.687 0.927 0.019
C 0.156 1.791 -0.658 -0.783
C -0.102 0.644 0.348 -0.418
N 0.633 -2.676 0.441 -0.275
N 1.234 -2.261 -0.676 -0.339
N 1.030 -1.017 -0.891 -0.142
N 0.323 -0.576 0.221 0.449
Br -2.992 0.634 -0.194 -0.475
H -0.510 -1.653 1.802 0.415
H -0.718 2.415 -0.640 0.339
H 1.109 2.124 -0.208 0.329
H 0.184 1.381 -1.752 0.283
H -0.434 0.880 1.282 0.598
```

Record 8
C3H5BrNO2 | ωB97M-V with the def2-TZVPD basis set

Results
**Total charge**: +1
**2S+1**: 1

```
12
Properties=species:S:1:pos:R:3:mulliken_charge:R:1
C -0.093 -1.205 0.278 0.826
C -2.093 0.260 0.806 -0.629
C 2.723 -0.628 -0.372 0.020
N 3.623 -0.705 0.395 -0.183
O 0.630 -2.056 0.044 -0.281
O -1.277 -0.857 0.473 -0.193
Br 1.166 0.922 0.114 -0.231
H -2.890 -0.084 1.403 0.276
H -2.527 0.817 -0.011 0.313
H 2.163 -1.387 -1.001 0.395
H 3.927 -0.247 1.178 0.310
H -1.519 0.892 1.506 0.377
```

Ordered E_tot results: -15135.53349 -73233.36703 -152561.31412 -88468.23780 -78663.84361 -90913.59906 -79191.10956 -78809.08527; unit eV.